Arrangement 1

Below is C3H7NOS in the gas phase, with properties calculated with the ωB97M-V functional and the def2-TZVPD basis.

Output
* orbital gap: 9.4 eV
* E_LUMO: 0.9 eV
* SMILES string: CO/N=C/SC

Geometry as ORCA input:
```
! wB97M-V def2-TZVPD RIJCOSX def2/J DEFGRID3
* xyz 0 1
C 2.28 0.89 0.00
C 0.64 -1.27 0.00
C -2.48 0.09 0.00
H 3.34 1.22 -0.02
H 1.78 1.24 0.89
H 1.79 1.27 -0.90
H 0.38 -2.32 -0.01
H -2.39 0.74 -0.86
H -3.45 -0.40 0.02
H -2.45 0.75 0.89
N -0.25 -0.37 -0.01
O -1.53 -0.93 -0.01
S 2.35 -0.91 0.00
*
```

Arrangement 2

Below is C3H7NOS in the gas phase, with properties calculated with the ωB97M-V functional and the def2-TZVPD basis.

Output
* orbital gap: 9.7 eV
* E_LUMO: 0.8 eV
* SMILES string: C[C@H](O)/C=N/S

Geometry as ORCA input:
```
! wB97M-V def2-TZVPD RIJCOSX def2/J DEFGRID3
* xyz 0 1
C -0.69 -1.62 -0.36
C 0.11 -0.57 0.52
C -0.04 0.84 0.10
H -0.26 -1.65 -1.36
H -0.67 -2.60 0.20
H -1.67 -1.19 -0.46
H 1.23 -0.84 0.57
H -1.03 0.16 1.99
H -0.88 1.50 0.36
H 2.41 2.69 -1.40
N 0.90 1.21 -0.69
O -0.45 -0.64 1.87
S 1.04 2.69 -1.33
*
```

Which structure wins on stability? arrangement 2 wins.

Arrangement 1

Below is C3H7NOS in the gas phase, with properties calculated with the ωB97M-V functional and the def2-TZVPD basis.

Output
* orbital gap: 9.9 eV
* E_LUMO: 0.7 eV
* SMILES string: NC(=O)CCS

Geometry as ORCA input:
```
! wB97M-V def2-TZVPD RIJCOSX def2/J DEFGRID3
* xyz 0 1
C 0.08 -0.06 0.49
C -0.71 -0.17 -0.83
S -2.51 0.08 -0.46
C 1.57 -0.05 0.28
N 2.32 0.29 1.38
O 2.09 -0.40 -0.75
H -0.27 -0.88 1.12
H -0.18 0.87 0.98
H -0.65 -1.16 -1.27
H -0.36 0.63 -1.48
H -2.36 0.86 0.63
H 3.26 0.54 1.18
H 1.80 0.68 2.14
*
```

Arrangement 2

Below is C3H7NOS as an isolated structure, with properties calculated with the ωB97M-V functional and the def2-TZVPD basis.

Output
* orbital gap (spin up / spin down): 8.0 / 8.0 eV
* E_LUMO (spin up / spin down): 0.0 / 0.0 eV

Geometry as ORCA input:
```
! wB97M-V def2-TZVPD RIJCOSX def2/J DEFGRID3
* xyz 0 1
C 2.36 -0.06 0.81
C -1.72 0.58 0.95
C 1.57 -0.22 -0.21
N -1.25 -0.26 -1.62
O -1.02 -1.78 0.25
S -0.82 -0.42 -0.06
H 3.39 -0.20 0.52
H 2.04 0.25 1.78
H -1.78 0.06 1.90
H -1.48 1.71 1.09
H 1.92 -0.14 -1.16
H -1.49 -1.16 -2.18
H -1.82 0.51 -1.80
*
```

Arrangement 3

Below is C3H7NOS as an isolated structure, with properties calculated with the ωB97M-V functional and the def2-TZVPD basis.

Output
* orbital gap: 8.8 eV
* E_LUMO: 0.6 eV

Geometry as ORCA input:
```
! wB97M-V def2-TZVPD RIJCOSX def2/J DEFGRID3
* xyz 0 1
C -0.28 1.27 -0.78
C -1.51 0.64 -0.09
C -0.38 -0.09 1.11
N 1.35 -1.48 -0.62
O 2.03 0.73 0.45
S 0.87 0.21 -0.18
H -0.28 1.63 -1.73
H -2.14 1.43 0.23
H -1.95 -0.13 -0.66
H -0.17 0.69 1.94
H -0.50 -1.10 1.35
H 2.20 -1.78 -0.96
H 0.76 -2.02 -0.08
*
```

Arrangement 4

Below is C3H7NOS in the gas phase, with properties calculated with the ωB97M-V functional and the def2-TZVPD basis.

Output
* orbital gap: 8.5 eV
* E_LUMO: 0.7 eV

Geometry as ORCA input:
```
! wB97M-V def2-TZVPD RIJCOSX def2/J DEFGRID3
* xyz 0 1
C -1.19 1.68 0.48
C 1.18 -1.01 0.81
C -1.14 0.38 0.79
N 0.17 0.07 -1.55
O 0.11 -0.71 -2.73
S -0.32 -0.78 -0.27
H 0.99 -0.68 -3.08
H -0.90 2.13 -0.38
H -1.76 2.25 1.34
H 1.59 -1.90 0.47
H 0.86 -1.09 1.82
H 1.74 -0.15 0.59
H -1.33 -0.18 1.72
*
```

Which structure wins on stability? arrangement 1 wins.

Arrangement 1

Below is C3H7NOS in the gas phase, with properties calculated with the ωB97M-V functional and the def2-TZVPD basis.

Output
* orbital gap: 9.7 eV
* E_LUMO: 0.7 eV
* SMILES string: NC(=O)CCS

Geometry as ORCA input:
```
! wB97M-V def2-TZVPD RIJCOSX def2/J DEFGRID3
* xyz 0 1
C 0.26 0.41 -0.11
C -1.17 0.10 -0.49
S -2.04 1.55 -1.32
C 0.83 -0.91 0.48
N 2.13 -0.72 0.85
O 0.11 -1.82 0.86
H 0.37 1.17 0.70
H 0.92 0.67 -0.95
H -1.79 -0.24 0.34
H -1.20 -0.68 -1.26
H -3.37 1.53 -1.31
H 2.50 -1.32 1.56
H 2.45 0.25 0.65
*
```

Arrangement 2

Below is C3H7NOS as an isolated structure, with properties calculated with the ωB97M-V functional and the def2-TZVPD basis.

Output
* orbital gap: 8.7 eV
* E_LUMO: 0.0 eV

Geometry as ORCA input:
```
! wB97M-V def2-TZVPD RIJCOSX def2/J DEFGRID3
* xyz 0 1
C 1.56 0.18 0.49
C 0.75 0.00 -0.67
C -1.49 -0.86 -0.19
H 2.50 -0.31 0.33
H 1.05 -0.45 1.24
H 1.50 1.19 0.88
H 0.81 -1.07 -0.91
H 1.00 0.61 -1.63
H -2.25 1.19 1.22
H -0.85 -1.80 -0.44
N -0.67 0.23 -0.32
O -2.67 -0.69 0.15
S -1.24 1.78 -0.16
*
```

Which structure wins on stability? arrangement 1 wins.

Arrangement 1

Below is C33H38BBrGeIrN4O9S as an isolated structure, with properties calculated with the ωB97M-V functional and the def2-TZVPD basis.

Output
* orbital gap (spin up / spin down): 5.0 / 5.6 eV
* E_LUMO (spin up / spin down): 3.8 / 3.8 eV
* ⟨S²⟩: 0.7732

Geometry as ORCA input:
```
! wB97M-V def2-TZVPD RIJCOSX def2/J DEFGRID3
* xyz -2 2
Ir -0.66 0.05 -0.41
O 4.35 -4.70 1.44
C 3.81 -3.93 2.23
O 3.95 -3.79 3.45
C 2.77 -2.95 1.58
C 2.20 -1.92 2.34
C 1.32 -1.04 1.73
N 0.99 -1.19 0.44
C 1.50 -2.21 -0.32
C 2.43 -3.10 0.26
C 1.03 -2.28 -1.65
C 1.48 -3.21 -2.62
C 0.96 -3.19 -3.88
C -0.03 -2.24 -4.21
C -0.42 -1.35 -3.23
N 0.07 -1.36 -2.01
C 0.66 0.08 2.40
C 1.15 0.54 3.63
C 0.70 1.62 4.42
C -0.06 2.66 4.01
C -0.44 2.77 2.57
N -0.53 0.45 1.86
H 2.47 -1.85 3.38
H 2.88 -3.88 -0.33
H 2.25 -3.91 -2.34
H 1.32 -3.87 -4.64
H -0.44 -2.18 -5.20
H -1.15 -0.59 -3.44
H 1.96 -0.03 4.04
H 1.07 1.62 5.44
H -0.37 3.43 4.70
H -1.05 3.66 2.37
Br 0.04 6.52 0.59
C 0.04 5.46 -1.01
C -0.49 6.02 -2.16
N -0.56 5.34 -3.31
C -0.08 4.09 -3.31
C 0.48 3.48 -2.22
C 0.55 4.18 -1.00
C 0.98 2.03 -2.30
O 1.42 1.65 -3.38
O 0.92 1.43 -1.20
H -0.88 7.03 -2.17
H -0.17 3.56 -4.25
H 0.97 3.72 -0.13
C -3.41 -0.13 3.55
Ge -3.18 1.48 2.37
C -3.54 3.05 3.61
C -4.79 1.63 1.19
C -1.19 1.53 2.19
H -4.46 -0.36 3.74
H -2.92 0.04 4.51
H -2.95 -0.99 3.08
H -4.57 3.00 3.96
H -3.42 4.00 3.10
H -2.89 3.04 4.47
H -5.64 1.24 1.74
H -4.66 1.09 0.26
H -4.98 2.68 0.97
H 0.46 2.80 1.95
C -3.26 3.31 -1.88
S -2.76 1.58 -1.56
O -1.68 1.25 -2.48
O -3.95 0.78 -1.77
O -2.27 1.64 -0.17
H -4.25 3.30 -2.30
H -2.54 3.74 -2.56
H -3.25 3.81 -0.93
C -4.97 -2.66 1.37
C -4.12 -2.36 0.14
C -5.05 -1.98 -1.01
O -3.30 -1.22 0.42
B -2.03 -1.44 -0.03
O -1.86 -2.75 -0.40
C -3.08 -3.48 -0.24
C -3.33 -4.20 -1.57
C -2.86 -4.53 0.86
H -5.61 -1.80 1.57
H -4.36 -2.83 2.25
H -5.61 -3.53 1.20
H -5.71 -1.19 -0.68
H -5.65 -2.83 -1.34
H -4.47 -1.58 -1.83
H -3.32 -3.49 -2.40
H -4.28 -4.74 -1.57
H -2.52 -4.91 -1.73
H -2.59 -4.05 1.79
H -2.03 -5.17 0.56
H -3.74 -5.14 1.01
*
```

Arrangement 2

Below is C33H38BBrGeIrN4O9S as an isolated structure, with properties calculated with the ωB97M-V functional and the def2-TZVPD basis.

Output
* orbital gap (spin up / spin down): 4.7 / 4.3 eV
* E_LUMO (spin up / spin down): 3.5 / 3.1 eV
* ⟨S²⟩: 0.7875

Geometry as ORCA input:
```
! wB97M-V def2-TZVPD RIJCOSX def2/J DEFGRID3
* xyz -2 2
Ir -0.11 0.42 -0.15
O -2.09 -1.39 6.14
C -1.03 -0.78 5.90
O -0.14 -0.37 6.67
C -0.79 -0.47 4.40
C -1.74 -0.82 3.45
C -1.52 -0.52 2.12
N -0.39 0.11 1.76
C 0.57 0.41 2.63
C 0.39 0.15 3.98
C 1.76 0.97 1.96
C 2.98 1.11 2.58
C 4.07 1.56 1.84
C 3.89 1.87 0.51
C 2.64 1.70 -0.06
N 1.59 1.28 0.65
C -2.38 -0.88 0.98
C -3.64 -1.44 1.12
C -4.36 -1.78 -0.01
C -3.78 -1.61 -1.26
C -2.52 -1.05 -1.34
N -1.86 -0.66 -0.25
H -2.63 -1.33 3.80
H 1.13 0.39 4.73
H 3.09 0.83 3.62
H 5.04 1.65 2.30
H 4.71 2.19 -0.11
H 2.45 1.90 -1.10
H -4.06 -1.58 2.11
H -5.36 -2.19 0.08
H -4.29 -1.89 -2.17
H -2.01 -0.85 -2.27
Br -4.11 5.23 -4.33
C -3.32 4.00 -3.12
C -3.86 3.91 -1.80
N -3.40 3.12 -0.90
C -2.31 2.20 -1.24
C -1.68 2.37 -2.59
C -2.21 3.25 -3.49
C -0.50 1.52 -3.04
O -0.10 1.69 -4.19
O -0.04 0.63 -2.23
H -4.69 4.56 -1.53
H -2.80 1.22 -1.25
H -1.75 3.34 -4.46
C 0.94 4.33 -1.46
Ge -0.34 3.93 -0.01
C 0.58 4.14 1.72
C -1.58 5.47 -0.04
C -1.26 2.17 -0.11
H 1.06 5.41 -1.52
H 0.56 3.97 -2.42
H 1.91 3.89 -1.28
H 0.65 5.20 1.96
H 1.59 3.73 1.71
H 0.02 3.65 2.51
H -1.04 6.34 0.35
H -2.46 5.29 0.58
H -1.92 5.69 -1.05
H -1.82 2.13 0.84
C 4.59 -2.23 -2.50
S 3.53 -1.45 -1.21
O 4.44 -1.54 -0.02
O 0.90 -1.48 0.18
O 3.47 -0.04 -1.77
H 4.66 -3.30 -2.28
H 5.58 -1.76 -2.45
H 4.13 -2.05 -3.47
C 0.46 -6.01 -1.21
C 0.59 -5.01 -0.08
C 1.61 -5.52 0.94
O 1.08 -3.79 -0.59
B 0.52 -2.72 0.15
O -0.54 -3.25 0.95
C -0.77 -4.61 0.58
C -1.14 -5.40 1.83
C -1.93 -4.64 -0.40
H 1.45 -6.27 -1.58
H -0.11 -5.59 -2.04
H -0.03 -6.93 -0.87
H 2.58 -5.58 0.45
H 1.34 -6.50 1.34
H 1.71 -4.82 1.77
H -0.39 -5.27 2.61
H -1.23 -6.47 1.60
H -2.09 -5.04 2.22
H -1.70 -4.07 -1.30
H -2.80 -4.18 0.07
H -2.20 -5.66 -0.69
*
```

Which structure wins on stability? arrangement 2 wins.